Record 1
ORCA calculation (the ωB97M-V functional and the def2-TZVPD basis) on a molecular structure, C20H38BCs2N2O6S3.

Geometry as ORCA input:
```
! RIJCOSX wB97M-V def2-TZVPD def2/J DEFGRID3
* xyz 1 1
Cs 1.13712 5.80243 -0.21393
Cs 2.61609 -4.00299 2.67780
B 1.77262 0.35291 -0.00132
H 2.79591 0.13924 0.26602
H 1.81152 1.13869 -0.73974
H 1.32988 -0.53129 -0.43307
H 1.21619 0.78516 0.81586
C -4.72297 -1.13479 -4.48955
C -5.32946 0.04902 -5.21724
C -5.92388 0.98517 -4.12176
S -4.78560 0.92634 -2.70313
O -5.54792 0.61925 -1.49896
O -3.95725 2.12164 -2.72369
C -3.87533 -0.62562 -3.25260
H -4.22953 -1.76173 -5.23223
H -5.45262 -1.84716 -4.10452
H -6.06204 -0.22498 -5.97642
H -4.58797 0.57327 -5.82012
H -6.84131 0.55541 -3.71960
H -6.09859 2.03549 -4.35499
H -3.58332 -1.22604 -2.39102
H -2.86674 -0.33622 -3.54773
C 0.04580 -6.12831 -5.14708
C 0.99227 -5.12237 -5.73407
C 2.30232 -5.24593 -5.00666
S 2.42003 -6.92150 -4.15117
O 2.21967 -6.64381 -2.73343
O 3.55594 -7.63272 -4.64601
C 0.79673 -7.49448 -4.86102
H -0.76194 -6.35740 -5.84218
H -0.33028 -5.77089 -4.18849
H 0.62166 -4.12328 -5.50484
H 1.01212 -5.11839 -6.82389
H 2.45722 -4.56576 -4.16912
H 3.26326 -5.25900 -5.52097
H 0.36589 -8.32416 -4.30058
H 1.08480 -7.86366 -5.84531
C -5.26230 2.93021 4.91613
C -3.80471 2.55309 4.54138
C -3.39888 1.19134 5.21055
S -4.83727 0.68893 6.36418
O -4.50187 1.28816 7.69308
O -5.21372 -0.68434 6.19787
C -6.04656 1.73137 5.48123
H -5.86564 3.43867 4.16410
H -5.17654 3.62102 5.75490
H -3.11551 3.37225 4.74656
H -3.73202 2.34428 3.47404
H -2.55060 1.20137 5.89496
H -3.37430 0.35038 4.51752
H -6.87901 1.89588 6.16538
H -6.42896 1.36632 4.52801
N 2.91197 1.90959 7.08721
C 2.38118 2.89127 7.93373
C 2.92671 4.08001 7.56103
C 3.62583 3.84934 6.35046
C 3.60033 2.52134 6.10185
H 2.76193 0.91255 7.14631
H 1.76509 2.49834 8.72899
H 2.86562 5.05914 8.01266
H 4.12657 4.59052 5.74522
H 3.99956 1.85161 5.35454
N 7.07712 2.45517 -1.63284
C 7.80018 2.42543 -2.78617
C 8.84603 3.35120 -2.69070
C 8.83625 3.81105 -1.36169
C 7.65582 3.36276 -0.75462
H 6.21442 1.96305 -1.44935
H 7.49838 1.85210 -3.65022
H 9.61324 3.49693 -3.43672
H 9.53490 4.49435 -0.90189
H 7.28659 3.51373 0.24902
*
```

Computed properties:
E_HOMO, eV: -9.45

Atomic partial charges in e from the Mulliken method, atoms 1 to 4:
1 Cs 0.9783
2 Cs 0.9815
3 B 0.0774
4 H -0.2605

=====

Record 2
ORCA calculation (the ωB97M-V functional and the def2-TZVPD basis) on a molecular structure, C20H38Br6O6.

Geometry as ORCA input:
```
! RIJCOSX wB97M-V def2-TZVPD def2/J DEFGRID3
* xyz 0 1
C 0.00611 -1.27703 6.90974
C -0.09764 -0.08189 5.88234
O -0.02163 1.10911 6.16738
C -0.24777 -0.33565 4.39929
H 0.35193 -0.84139 7.84715
H 0.76336 -1.99617 6.59749
H -0.94140 -1.72099 7.21507
H -0.06459 0.60479 3.87957
H -1.29511 -0.62841 4.32550
H 0.44813 -1.13493 4.14438
C -3.35870 3.15605 -0.98471
C -2.64716 4.14068 -0.10652
O -1.44189 4.22706 -0.02795
C -3.56387 4.90151 0.87404
H -2.72303 2.27077 -0.96708
H -3.20605 3.60620 -1.96561
H -4.41605 2.98379 -0.78364
H -3.73114 4.36254 1.80658
H -4.49190 5.23816 0.41194
H -3.01103 5.69779 1.37243
C -0.64464 -0.56207 -0.88544
C -0.12143 -0.73554 0.56185
O -0.75665 -0.21083 1.44797
C 1.06376 -1.58229 0.81435
H -1.69849 -0.28371 -0.88011
H -0.48803 -1.49058 -1.43448
H -0.17376 0.35607 -1.23672
H 1.23905 -1.66215 1.88720
H 1.84161 -1.10987 0.21446
H 0.91023 -2.59512 0.44191
C 0.32079 2.87966 -2.93529
C 1.41270 2.54510 -3.93637
O 1.15397 2.15090 -5.07210
C 2.78174 2.76647 -3.27846
H -0.44795 2.16914 -3.23910
H -0.09007 3.87404 -3.11003
H 0.66688 2.63078 -1.93210
H 3.05717 2.34908 -2.30995
H 3.09679 3.80714 -3.35475
H 3.44932 2.37495 -4.04602
C 0.41765 -1.51001 -4.67638
C 1.80557 -1.70784 -5.40976
O 2.23142 -1.02432 -6.33976
C 2.50033 -2.95406 -5.03462
H -0.34909 -1.44161 -5.44810
H 0.38009 -0.60617 -4.06829
H 0.35042 -2.38830 -4.03438
H 3.42667 -2.63409 -4.55754
H 2.67765 -3.50752 -5.95675
H 1.90879 -3.54159 -4.33248
C 3.26368 -1.26018 5.33195
C 4.11964 -0.87285 4.16399
O 3.91108 -1.35143 3.05024
C 5.17726 0.17258 4.33048
H 2.37574 -0.63018 5.27921
H 3.59007 -0.90471 6.30929
H 3.13526 -2.34008 5.40565
H 5.68799 0.45022 3.40844
H 5.97248 -0.05072 5.04172
H 4.62076 0.98751 4.79340
C -4.68086 -1.41076 -3.60874
Br -6.41161 -0.76450 -4.28266
Br -3.34388 0.03706 -3.11139
Br -3.94459 -2.65811 -4.95551
H -4.81577 -1.96036 -2.67717
C -3.36471 -3.60616 -0.80057
Br -4.93362 -4.65214 -1.21161
Br -2.03443 -4.53146 0.36430
Br -3.76042 -1.89281 0.02055
H -2.79713 -3.39857 -1.70770
*
```

Computed properties:
E_HOMO, eV: -9.32

Atomic partial charges in e from the Mulliken method, atoms 1 to 4:
1 C -1.0503
2 C 0.5809
3 O -0.5759
4 C -0.5724

=====

Record 3
ORCA calculation (the ωB97M-V functional and the def2-TZVPD basis) on a molecular structure, C20H38Cl3N2NdO4Si.

Geometry as ORCA input:
```
! RIJCOSX wB97M-V def2-TZVPD def2/J DEFGRID3
* xyz 0 4
C 5.71928 1.95036 -1.72141
C 4.84466 1.15597 -0.79707
H 6.75180 1.96810 -1.33456
H 5.38635 2.99989 -1.80728
H 5.75615 1.49918 -2.72259
C 5.23993 0.90061 0.45970
C 6.43132 1.51602 1.08745
H 4.74637 0.12464 1.03491
H 6.34136 2.61012 1.14643
H 7.35508 1.28110 0.54427
H 6.53213 1.12519 2.10379
Nd -1.97721 0.48785 0.48188
Cl -1.11796 -1.17069 -2.02056
Cl -3.40264 2.36238 -0.94464
H -7.32286 0.34779 -1.96398
H -6.10286 -0.82397 -3.78535
C -6.39461 0.69548 -1.51033
C -5.17254 -0.43586 -3.36239
N -5.32217 -0.18492 -1.93753
H -6.42409 0.66750 -0.42231
C -4.28370 -0.44994 -1.15042
O -4.26410 -0.47090 0.10912
H -4.35427 -1.15879 -3.47754
H -3.33128 -0.59552 -1.72488
H -6.21052 1.71887 -1.85269
H -4.92037 0.48837 -3.89473
H 2.00780 3.22184 1.14274
H 3.10392 1.93810 3.23062
C 1.23905 3.51173 1.86804
C 2.22571 2.31250 3.77927
N 1.08654 2.45536 2.86547
H 0.29700 3.64627 1.34267
C -0.07802 1.83301 3.15445
O -1.05614 1.65371 2.37778
H 1.97393 1.59612 4.56815
H -0.11526 1.42898 4.17745
H 1.58275 4.43143 2.35092
H 2.48870 3.28073 4.23031
O 2.64083 1.73781 -1.71765
C 3.51191 0.65399 -1.32568
C 2.32475 0.20351 0.86964
C 2.82605 -0.28198 -0.33472
H 2.18946 1.27527 0.97873
C 2.03673 -0.67580 1.90132
H 3.72183 0.07080 -2.23108
C 2.77949 -1.64893 -0.62238
H 1.78648 -0.29222 2.88888
C 2.11335 -2.04922 1.65994
C 2.36773 -2.53032 0.37323
H 3.08795 -1.97258 -1.62335
H 1.95538 -2.73279 2.48973
H 2.29452 -3.59597 0.15102
Si 2.30309 2.39826 -3.14264
Cl -0.12836 1.80355 -0.27578
C 1.15331 3.83396 -2.69174
C 1.18102 1.16532 -3.99260
C 3.73183 2.98237 -4.11838
H 0.19668 3.42814 -2.31744
H 1.00575 4.40518 -3.62553
H 1.59527 4.45943 -1.89907
H 3.91378 4.03308 -3.86812
H 3.52317 2.94310 -5.19229
H 4.66392 2.42879 -3.98749
H 0.16002 1.28724 -3.59338
H 1.48574 0.13831 -3.74294
H 1.20667 1.30819 -5.08676
O -0.81491 -1.59150 0.84055
H -0.62734 -1.77961 -0.13667
H -0.07464 -1.85645 1.42418
*
```

Computed properties:
E_HOMO (alpha / beta), eV: -8.70 / -8.72
Energy above the lowest of the compared OMol25 structures with the same formula, charge and spin, kcal/mol: 0.0

Atomic partial charges in e from the Mulliken method, atoms 1 to 4:
1 C -1.5362
2 C 0.4432
3 H 0.4081
4 H 0.2133